Formula: CHClO2PS
Source: OMol25
Level of theory: ωB97M-V with the def2-TZVPD basis set

```
7
CHClO2PS ωB97M-V with the def2-TZVPD basis set
Cl 2.0042 1.2195 0.6076
S -2.3001 1.1247 -0.1805
P 1.4236 -0.2019 -0.8081
O 1.6105 -1.4690 -0.1950
O -1.1474 -0.9094 1.0189
C -1.2402 -0.0422 0.2020
H -0.3506 0.2783 -0.6449
```

Output
Electronic energy ... -1389.0092 Ha
Total charge ... -1
ΔE to the lowest compared entry with this formula, charge and spin ... 1.814 eV
Maximum force ... 3.97 eV Å⁻¹
Highest occupied orbital energy ... -4.001 eV
HOMO-LUMO gap ... 7.546 eV